No. 1
Molecular formula: C9H36Ag2O13P
Method: DFT, ωB97M-V/def2-TZVPD

Structure (XYZ):
```
61
C9H36Ag2O13P (ωB97M-V/def2-TZVPD)
Ag 7.81748 2.17990 25.50113
Ag 9.50687 5.60223 23.43936
P 9.11720 4.61688 25.94527
O 9.67748 3.18514 26.12557
O 8.28073 4.18797 24.66323
O 10.16429 5.63948 25.46170
O 8.25123 5.06163 27.11535
C 7.44068 6.81387 29.75402
O 8.68812 6.19817 29.46171
H 7.35259 6.98252 30.82373
H 7.34469 7.78912 29.26333
H 6.65143 6.18348 29.33424
H 8.63767 5.85337 28.54447
C 13.04856 2.42870 26.48408
O 12.25012 2.74523 25.35641
H 13.19380 3.28691 27.14566
H 12.64884 1.60210 27.07686
H 14.02261 2.11177 26.11364
H 11.32876 2.90299 25.63290
C 11.87922 5.85186 28.46991
O 12.29040 6.02980 27.13174
H 10.98030 5.24168 28.54667
H 12.68894 5.28492 28.94175
H 11.81330 6.82634 28.97040
H 11.52920 5.89707 26.52139
C 5.88484 2.60092 28.60441
O 6.71597 2.85397 27.48221
H 5.92794 1.53817 28.83074
H 6.24787 3.14150 29.48398
H 4.87174 2.98158 28.45440
H 7.10934 3.74197 27.55197
C 9.50220 -0.82556 26.56368
O 9.28484 0.58051 26.35799
H 10.47401 -1.09329 26.15345
H 9.46918 -1.02779 27.63581
H 8.68901 -1.37206 26.09396
H 10.10561 1.03462 26.58559
C 10.03864 8.62288 27.59104
O 9.82005 8.23589 26.25762
H 9.85931 7.77614 28.25463
H 11.04219 9.05086 27.72262
H 9.30281 9.39763 27.81960
H 9.96252 7.27246 26.13268
C 5.59474 6.61038 25.98531
O 6.87965 7.15583 26.21804
H 5.18359 6.94517 25.03142
H 5.68031 5.51939 25.96347
H 4.88780 6.93506 26.75270
H 7.46050 6.47826 26.62019
C 9.43215 2.38210 29.54623
O 10.52022 2.59495 28.64494
H 9.87819 2.02214 30.46928
H 8.89803 3.31872 29.72199
H 8.74243 1.64602 29.12706
H 10.25582 3.09910 27.85724
C 4.42341 2.63597 25.08929
O 5.73881 2.58123 24.55867
H 3.72475 2.23899 24.34773
H 4.33918 2.06948 26.01350
H 4.06504 3.64320 25.32110
H 5.72690 3.24051 23.85574
```

Multiplicity: 3
HOMO-LUMO gap (spin up / spin down) (Eh): 0.2993 / 0.1397
Charge: +1
Energy above the lowest of the compared OMol25 structures with the same formula, charge and spin (kcal per mole): 15.0



No. 2
Molecular formula: C9H36ClN18O13
Method: DFT, ωB97M-V/def2-TZVPD

Structure (XYZ):
```
77
C9H36ClN18O13 (ωB97M-V/def2-TZVPD)
Cl -8.17506 -9.24075 -21.59022
O -8.73120 -8.56897 -20.43800
O -6.90647 -8.85682 -22.14011
O -8.13750 -10.61656 -21.21046
O -9.07055 -9.07933 -22.62381
C -4.47291 -11.88517 -22.78981
O -3.93058 -11.64558 -21.70465
N -5.72346 -12.24738 -22.73548
N -3.95745 -11.85959 -23.96074
H -6.17757 -12.73759 -23.49283
H -6.18312 -12.09993 -21.84831
H -3.00737 -11.54760 -24.10252
H -4.39119 -12.44342 -24.66154
C -7.11149 -5.24874 -20.59629
O -6.86106 -4.49566 -19.67213
N -8.21957 -5.22360 -21.25862
N -6.28011 -6.14079 -21.06352
H -8.22417 -5.90229 -22.00659
H -8.86522 -4.45059 -21.18318
H -6.69708 -6.68662 -21.80400
H -5.30861 -6.22381 -20.80008
C -10.55930 -9.44606 -26.54443
O -9.70269 -8.90464 -27.17928
N -10.74440 -9.02796 -25.37621
N -11.12196 -10.52551 -26.90975
H -11.13054 -9.63619 -24.66835
H -9.99911 -8.40376 -25.10234
H -11.79976 -10.95344 -26.29529
H -11.12617 -10.72296 -27.90026
C -12.06178 -7.13406 -21.66770
O -12.70739 -6.50345 -22.47855
N -12.34951 -8.34493 -21.27046
N -10.98214 -6.65005 -21.13357
H -11.89254 -8.77790 -20.48064
H -12.97047 -8.83377 -21.89938
H -10.72459 -5.78559 -21.58797
H -10.42036 -7.18814 -20.48939
C -11.95947 -7.24883 -17.22630
O -12.70923 -7.98238 -17.62054
N -10.68644 -7.32722 -17.53734
N -12.18914 -6.22387 -16.49746
H -10.33872 -8.09094 -18.09940
H -10.14639 -6.58773 -17.11119
H -11.49823 -5.55042 -16.19877
H -13.13492 -5.87352 -16.44407
C -7.44992 -11.78332 -16.99396
O -7.15983 -11.41890 -15.94305
N -6.86307 -11.26297 -18.08412
N -8.44435 -12.60571 -17.22420
H -7.34159 -11.35559 -18.96873
H -6.21406 -10.56595 -17.74790
H -8.91774 -12.68060 -16.33516
H -8.78812 -12.80231 -18.15333
C -7.11273 -10.63590 -26.38896
O -7.33046 -11.07442 -27.51028
N -5.90772 -10.46051 -25.84621
N -7.97749 -10.61080 -25.43043
H -5.15747 -10.74565 -26.45933
H -5.81402 -10.53516 -24.84334
H -7.71096 -10.09383 -24.60473
H -8.94932 -10.76320 -25.65940
C -6.13366 -7.47297 -16.86313
O -5.86189 -7.09304 -15.73142
N -5.28760 -8.15085 -17.55271
N -7.28162 -7.43833 -17.43297
H -5.52655 -8.27115 -18.52664
H -4.39528 -8.41808 -17.16228
H -7.21485 -7.61731 -18.42473
H -7.79926 -6.58009 -17.30818
C -8.67196 -14.47227 -19.93050
O -7.63106 -14.90534 -20.41017
N -9.35633 -13.39051 -20.26101
N -9.40076 -15.14433 -19.02970
H -10.35318 -13.25517 -20.17120
H -8.95598 -12.82364 -20.99482
H -8.84797 -15.86487 -18.58770
H -10.03657 -14.58542 -18.47884
```

Multiplicity: 1
HOMO-LUMO gap (Eh): 0.3431
Charge: -1
Energy above the lowest of the compared OMol25 structures with the same formula, charge and spin (kcal per mole): 151.1



No. 3
Molecular formula: C9H36N18O9
Method: DFT, ωB97M-V/def2-TZVPD

Structure (XYZ):
```
72
C9H36N18O9 (ωB97M-V/def2-TZVPD)
N -2.50893 10.15452 12.70234
C -1.45649 10.72898 13.37885
N -0.64889 9.86975 14.06867
O -1.32829 11.94689 13.35335
H -2.97885 10.76789 12.04353
H -2.26346 9.20906 12.38183
H -1.01374 8.90211 14.16578
H 0.01435 10.25415 14.71212
N 4.93005 11.75842 16.77680
C 4.21438 11.00178 17.70538
N 2.90406 11.06418 17.79782
O 4.82227 10.16326 18.46143
H 5.75724 11.30903 16.44249
H 4.47289 12.38112 16.14799
H 2.27963 11.58358 17.22203
H 2.50960 10.35298 18.37310
N -3.34689 10.92711 16.31125
C -3.71127 12.01552 17.07077
N -3.96831 13.23021 16.33504
O -3.95201 12.00308 18.28321
H -3.08768 11.09098 15.34876
H -2.98370 10.07704 16.68603
H -4.66432 13.73079 16.93329
H -4.13841 13.28782 15.35074
N -0.35593 8.27563 19.00895
C -1.08123 8.86405 18.04661
N -1.05609 10.25681 18.24124
O -1.76507 8.30495 17.17319
H -0.55820 7.27605 19.20081
H 0.17055 8.81453 19.63726
H -1.32338 10.81202 17.39898
H -0.26024 10.70740 18.63651
N -1.68742 11.76175 21.19104
C -1.19040 12.94720 20.54945
N -2.10043 13.68945 19.81468
O -0.02114 13.26746 20.58283
H -0.83662 11.16450 21.21706
H -2.36920 11.29079 20.63170
H -2.78526 13.20108 19.30559
H -1.68061 14.54184 19.32390
N -0.75381 6.48411 14.40740
C -2.00091 6.72526 13.88892
N -3.00217 6.43526 14.78194
O -2.05633 7.19419 12.76072
H -0.02483 6.39573 13.73134
H -0.61499 5.95850 15.28690
H -2.87872 6.05806 15.76910
H -3.88829 6.56001 14.37699
N -1.56708 2.86118 15.91983
C -0.82295 3.51050 16.89646
N -0.86423 3.00867 18.21112
O -0.23104 4.57320 16.64164
H -1.78227 3.43433 15.15074
H -2.37851 2.54619 16.24954
H -0.82193 1.98289 18.37276
H -0.25128 3.54863 18.84758
N 3.16944 9.89211 20.92883
C 1.96187 10.56900 21.03134
N 1.94202 11.57809 21.96850
O 1.01623 10.23445 20.29553
H 3.94217 10.27830 21.47332
H 3.41936 9.45200 20.04639
H 1.15442 12.24305 21.94323
H 2.85292 11.80405 22.33025
N -0.79753 14.01224 15.57186
C 0.08750 13.58209 16.51347
N 0.20302 14.26461 17.68113
O 0.84764 12.64157 16.29517
H -1.74558 14.19363 15.93833
H -0.76194 13.33569 14.75176
H 0.68037 13.81494 18.51463
H 0.12352 15.24679 17.65612
```

Multiplicity: 1
HOMO-LUMO gap (Eh): 0.3615
Charge: 0
Energy above the lowest of the compared OMol25 structures with the same formula, charge and spin (kcal per mole): 18.9
SMILES: NC(N)=O.NC(N)=O.NC(N)=O.NC(N)=O.NC(N)=O.NC(N)=O.NC(N)=O.NC(N)=O.NC(N)=O



No. 4
Molecular formula: C9H36N19O12
Method: DFT, ωB97M-V/def2-TZVPD

Structure (XYZ):
```
76
C9H36N19O12 (ωB97M-V/def2-TZVPD)
N 0.86530 0.30737 -1.02606
O 0.26541 0.99121 -0.17898
O 0.72015 0.58931 -2.22385
O 1.64976 -0.58076 -0.66541
C 0.81711 -6.96949 -4.52028
O 0.33820 -7.25735 -5.64363
N 1.59546 -7.71876 -3.80015
N 0.65780 -5.82797 -3.87372
H 2.20561 -7.30421 -3.11025
H 1.79566 -8.59114 -4.26809
H -0.00964 -5.23314 -4.34360
H 0.81909 -5.78496 -2.87761
C 5.89966 -3.04831 -5.18769
O 6.95953 -3.39155 -5.55859
N 5.66722 -2.71753 -3.95087
N 4.83268 -2.84262 -5.85719
H 6.54567 -2.98920 -3.53300
H 4.72569 -2.52729 -3.63875
H 3.96405 -2.54246 -5.43827
H 4.91209 -3.04638 -6.84323
C -3.99586 0.93069 5.11339
O -4.66649 1.55880 4.25672
N -4.39657 0.99101 6.35777
N -2.74301 0.55360 4.94333
H -3.67623 0.58869 6.94029
H -5.37851 0.94603 6.58989
H -2.42412 0.33190 4.01100
H -2.27232 0.18510 5.75743
C 3.05832 -6.90187 1.93931
O 1.91710 -6.95604 1.53375
N 3.86500 -7.89134 2.15446
N 3.56797 -5.75643 2.34280
H 4.76401 -7.70519 2.57545
H 3.67857 -8.85469 1.91508
H 2.91415 -4.99145 2.25667
H 4.41375 -5.60992 2.87506
C -3.25749 6.98327 0.41108
O -3.63440 7.78311 -0.39095
N -3.92901 6.62169 1.49658
N -2.15076 6.30589 0.31437
H -3.69772 5.75586 1.96237
H -4.90882 6.85329 1.57677
H -1.46765 6.62127 -0.35943
H -2.01395 5.45531 0.84152
C -5.04278 -2.12097 -2.46014
O -5.63097 -3.01878 -1.88102
N -4.48266 -1.11118 -1.89127
N -5.05209 -1.95111 -3.79100
H -3.85605 -0.53275 -2.43246
H -4.26868 -1.28580 -0.91977
H -5.34901 -2.60547 -4.50076
H -4.51578 -1.28392 -4.32705
C 5.64692 0.89083 3.69444
O 6.24833 1.03617 4.72970
N 4.57064 1.51474 3.38268
N 6.12251 0.22644 2.72762
H 4.19169 1.24002 2.48768
H 4.18106 2.25543 3.94810
H 5.44091 0.05948 2.00123
H 7.06482 -0.13432 2.77239
C -3.81479 3.94719 -6.18861
O -3.84032 2.79377 -6.57247
N -4.51432 4.87885 -6.62608
N -3.10055 4.37693 -5.20846
H -5.13630 4.74946 -7.41126
H -4.38348 5.76949 -6.16811
H -3.04862 5.28463 -4.76857
H -2.37283 3.68316 -5.11250
C -0.16954 5.96202 6.89933
O 0.17983 7.12409 6.97896
N 0.15341 5.23954 5.85675
N -1.18791 5.35833 7.53435
H -0.41686 4.44335 5.60978
H 0.82761 5.67261 5.24194
H -1.84812 5.84639 8.12259
H -1.38831 4.37806 7.39644
```

Multiplicity: 1
HOMO-LUMO gap (Eh): 0.2390
Charge: -1



No. 5
Molecular formula: C9H36O9
Method: DFT, ωB97M-V/def2-TZVPD

Structure (XYZ):
```
54
C9H36O9 (ωB97M-V/def2-TZVPD)
C 26.93678 -6.52465 -0.00754
O 25.53272 -6.35177 -0.32662
H 27.19140 -7.51478 0.37049
H 27.56201 -6.24224 -0.85456
H 27.14675 -5.82244 0.79925
H 25.49065 -5.86086 -1.15053
C 18.31061 -0.04679 -6.41742
O 18.62416 -1.25545 -5.74518
H 18.18314 0.77036 -5.70741
H 19.07017 0.17225 -7.16789
H 17.42212 -0.25559 -7.01332
H 18.70437 -1.87876 -6.47089
C 29.77732 -0.44285 -10.92751
O 29.62032 -1.18190 -9.64007
H 29.85950 -1.16186 -11.74261
H 28.94281 0.16390 -11.27900
H 30.61937 0.24866 -10.95688
H 29.27112 -2.04522 -9.87318
C 23.95842 3.56460 -3.88286
O 24.16839 4.90802 -4.26690
H 24.86635 2.97885 -3.73917
H 23.33560 3.53527 -2.98881
H 23.29326 3.02652 -4.55824
H 24.69142 5.32104 -3.57591
C 25.21575 -3.66215 -5.68156
O 24.24764 -4.25286 -4.78454
H 25.55813 -2.67471 -5.37197
H 26.09406 -4.30431 -5.61592
H 24.86342 -3.56476 -6.70843
H 23.39903 -3.83496 -4.94834
C 18.57963 -4.55361 0.00109
O 18.23599 -5.74432 0.77536
H 18.92662 -4.75463 -1.01246
H 17.69123 -3.93547 -0.12841
H 19.35383 -3.90429 0.40985
H 17.28076 -5.82419 0.72300
C 33.61157 -5.23482 -7.67755
O 32.68677 -4.78307 -6.65170
H 34.55534 -5.22379 -7.13232
H 33.26652 -6.26645 -7.74670
H 33.58834 -4.67336 -8.61152
H 31.91007 -4.48857 -7.13296
C 28.51287 -9.94909 -4.87908
O 29.01187 -11.16008 -5.51903
H 27.76415 -9.43525 -5.48198
H 28.11409 -10.21271 -3.89949
H 29.28694 -9.19913 -4.71643
H 28.37175 -11.86427 -5.39260
C 19.76862 -5.59284 -9.98472
O 20.18651 -5.50490 -8.65561
H 19.22807 -6.49758 -10.26283
H 19.27213 -4.68801 -10.33525
H 20.71963 -5.53379 -10.51404
H 20.89879 -6.14846 -8.64670
```

Multiplicity: 1
HOMO-LUMO gap (Eh): 0.3828
Charge: 0
Energy above the lowest of the compared OMol25 structures with the same formula, charge and spin (kcal per mole): 167.0
SMILES: CO.CO.CO.CO.CO.CO.CO.CO.CO



No. 6
Molecular formula: C9H36O9
Method: DFT, ωB97M-V/def2-TZVPD

Structure (XYZ):
```
54
C9H36O9 (ωB97M-V/def2-TZVPD)
C 12.98826 -8.48463 -3.53098
O 11.77920 -8.95829 -2.93082
H 12.89091 -8.43706 -4.62079
H 13.12864 -7.44954 -3.22920
H 13.81457 -9.13768 -3.25677
H 11.66641 -9.85515 -3.26576
C 9.66036 -13.95460 -3.93648
O 9.60540 -15.39359 -4.03630
H 10.73112 -13.73348 -3.94133
H 9.15322 -13.48344 -4.76956
H 9.24581 -13.59810 -2.99105
H 9.99064 -15.77861 -3.24423
C 8.61582 -10.84068 -1.72267
O 7.25381 -11.25662 -1.85660
H 9.06797 -10.76120 -2.70795
H 8.61670 -9.91066 -1.14863
H 9.14426 -11.58401 -1.11328
H 6.93298 -11.55150 -0.98452
C 3.27129 -10.64929 -1.98797
O 2.27026 -11.49803 -2.58071
H 3.34351 -9.81787 -2.68545
H 3.01550 -10.34397 -0.97327
H 4.21130 -11.20630 -1.97391
H 1.82704 -12.01682 -1.90659
C 6.86261 -14.73646 -2.14494
O 7.06647 -15.96546 -2.81577
H 6.82057 -13.94703 -2.90662
H 5.94630 -14.72143 -1.56522
H 7.71447 -14.37865 -1.54956
H 7.86270 -15.77093 -3.34245
C 6.21948 -11.89665 1.53919
O 5.78677 -12.23074 0.23634
H 5.40187 -11.61545 2.21507
H 6.70209 -12.75772 2.02140
H 6.93422 -11.07451 1.54897
H 5.28458 -13.04763 0.26781
C 10.35442 -10.01287 -4.71882
O 11.64587 -10.56957 -4.86217
H 9.83408 -9.83654 -5.66193
H 9.78411 -10.77561 -4.18155
H 10.31974 -9.12417 -4.08165
H 12.21635 -10.02634 -5.41102
C 10.13779 -11.91616 1.68080
O 9.92863 -10.55671 1.28099
H 10.04917 -11.95791 2.76735
H 9.35846 -12.51809 1.21864
H 11.13648 -12.25399 1.40930
H 10.71876 -10.18976 0.88103
C 9.04849 -7.27945 -3.09097
O 7.87357 -6.78641 -3.72564
H 9.12844 -8.32673 -3.38465
H 9.95657 -6.78176 -3.44276
H 9.08550 -7.29412 -1.99634
H 7.91375 -5.82727 -3.63523
```

Multiplicity: 1
HOMO-LUMO gap (Eh): 0.3677
Charge: 0
Energy above the lowest of the compared OMol25 structures with the same formula, charge and spin (kcal per mole): 150.3
SMILES: CO.CO.CO.CO.CO.CO.CO.CO.CO



No. 7
Molecular formula: C9H36O9Zr
Method: DFT, ωB97M-V/def2-TZVPD

Structure (XYZ):
```
55
C9H36O9Zr (ωB97M-V/def2-TZVPD)
Zr -0.16673 0.06869 -0.09498
C 1.73527 2.34669 2.66002
O 0.65327 2.15169 1.83602
H 2.44427 1.53269 2.69002
H 1.36627 2.50969 3.67302
H 2.34227 3.25869 2.42502
H -0.12673 2.58069 2.29602
C -2.59973 1.96869 0.97202
O -1.65673 0.91469 1.23002
H -3.21173 2.10969 1.80002
H -3.17673 1.80969 0.06402
H -2.05373 2.92869 0.83802
H -1.87173 0.61069 2.16002
C -0.07173 -0.18431 -3.36198
O 0.57527 0.25469 -2.21098
H -0.25673 -1.27831 -3.36298
H 0.54327 -0.05031 -4.24098
H -1.00273 0.37969 -3.52398
H 1.34127 0.83669 -2.51698
C 3.20327 -0.03631 0.08302
O 1.95227 0.62069 0.03002
H 3.12427 -1.10131 0.38502
H 3.86027 0.49569 0.77602
H 3.77427 0.01369 -0.85098
H 2.26527 1.55869 0.17302
C -1.36373 -2.81731 1.60202
O -1.58773 -1.69831 0.72402
H -0.42973 -3.39531 1.43802
H -2.14773 -3.56031 1.61202
H -1.33373 -2.49931 2.61102
H -2.55873 -1.54831 0.82402
C -0.87173 2.84069 -1.73298
O -0.21773 2.20169 -0.67998
H -0.73073 3.91169 -1.70698
H -1.93273 2.69269 -1.77998
H -0.45373 2.53169 -2.70098
H -0.17473 2.99669 -0.14098
C 1.34627 -1.66931 2.33102
O 0.56227 -0.53631 1.90902
H 2.30727 -1.36231 2.63502
H 1.51327 -2.39931 1.56402
H 0.83527 -2.06431 3.18802
H 0.48927 -0.00531 2.74902
C 1.69327 -2.36931 -1.48998
O 0.70627 -1.83531 -0.65198
H 2.51227 -1.61031 -1.67798
H 1.27427 -2.72231 -2.44298
H 2.22327 -3.11531 -0.90798
H 0.28627 -2.69831 -0.45298
C -2.43673 -1.22931 -1.89698
O -2.00073 -0.07031 -1.21098
H -2.58673 -1.08031 -2.91098
H -3.36173 -1.58331 -1.49198
H -1.80873 -2.09931 -1.78198
H -2.73773 0.49369 -1.45598
```

Multiplicity: 1
HOMO-LUMO gap (Eh): 0.3282
Charge: +4
Energy above the lowest of the compared OMol25 structures with the same formula, charge and spin (kcal per mole): 0.0